The following is a DFT calculation (wB97M-V/def2-TZVPD) of a molecular structure, C35H37F5OP2SnTe in a non-equilibrium geometry.

Structure (ORCA input):
```
! wB97M-V def2-TZVPD RIJCOSX def2/J DEFGRID3
* xyz 0 1
Sn 0.437 0.237 2.064
C 0.746 0.777 -3.327
C -0.399 1.399 -3.023
C -1.700 1.072 -3.711
C -1.990 -0.422 -4.048
C -1.452 -1.486 -3.139
C -0.227 -2.010 -3.230
C 0.763 -1.613 -4.274
C 0.874 -0.100 -4.536
C 0.708 -1.175 3.730
H 1.678 0.956 -2.791
H -0.408 2.348 -2.461
H -1.742 1.629 -4.663
H -2.535 1.450 -3.103
H -3.085 -0.531 -4.048
H -1.663 -0.614 -5.083
H -2.214 -1.966 -2.520
H 0.021 -2.949 -2.746
H 0.489 -2.104 -5.227
H 1.754 -1.999 -3.998
H 1.854 0.091 -5.004
H 0.115 0.177 -5.278
H 1.783 -1.191 3.937
H 0.301 -2.181 3.582
H 0.183 -0.675 4.551
P -0.115 1.710 0.018
P -0.638 -1.891 0.887
C -1.302 0.506 -0.567
C -1.413 -0.844 -0.307
C -0.930 3.264 0.461
C -2.036 3.700 -0.287
C -2.709 4.861 0.093
C -2.310 5.584 1.225
C -1.193 5.160 1.952
C -0.488 4.028 1.558
C 1.586 2.109 -0.537
C 2.593 1.111 -0.572
C 3.897 1.444 -0.933
C 4.229 2.766 -1.247
C 3.249 3.759 -1.194
C 1.940 3.440 -0.832
C -1.920 -2.745 1.838
C -2.873 -1.982 2.540
C -3.919 -2.622 3.197
C -4.029 -4.015 3.169
C -3.060 -4.772 2.501
C -2.003 -4.152 1.839
C 0.725 -3.021 0.490
C 1.876 -3.118 1.299
C 2.902 -3.986 0.942
C 2.826 -4.717 -0.249
C 1.690 -4.613 -1.057
C 0.615 -3.826 -0.652
H -2.164 0.962 -1.075
H -2.264 -1.369 -0.753
H -2.372 3.122 -1.149
H -3.568 5.195 -0.486
H -2.869 6.470 1.539
H -0.879 5.708 2.836
H 0.377 3.698 2.124
H 2.348 0.085 -0.289
H 4.667 0.675 -0.962
H 5.251 3.017 -1.538
H 3.506 4.793 -1.421
H 1.190 4.227 -0.737
H -2.770 -0.900 2.582
H -4.660 -2.032 3.733
H -4.866 -4.508 3.665
H -3.129 -5.857 2.497
H -1.244 -4.736 1.317
H 1.946 -2.508 2.201
H 3.770 -4.088 1.588
H 3.648 -5.375 -0.538
H 1.637 -5.153 -2.004
H -0.319 -3.801 -1.217
F -1.293 0.862 2.875
Te 1.677 2.440 4.769
F 2.398 0.730 5.463
F 1.307 4.224 3.987
F 3.483 2.824 4.338
F 2.096 3.335 6.493
O 1.614 1.701 2.938
*
```

Output
HOMO energy   -7.3 eV
Kohn-Sham gap   5.8 eV

The following is a DFT calculation (wB97M-V/def2-TZVPD) of a molecular structure, C35H37FHfP2 in a non-equilibrium geometry.

Structure (ORCA input):
```
! wB97M-V def2-TZVPD RIJCOSX def2/J DEFGRID3
* xyz 2 1
Hf 1.620 -0.972 0.123
C -0.661 -0.108 4.922
C -1.628 -0.242 4.010
C -2.679 0.787 3.708
C -2.291 1.864 2.670
C -0.949 2.506 2.822
C -0.330 2.782 3.972
C -0.851 2.470 5.341
C -0.529 1.045 5.875
C 1.661 -3.089 0.699
H 0.066 -0.912 5.075
H -1.707 -1.168 3.433
H -2.984 1.290 4.632
H -3.562 0.251 3.318
H -2.336 1.425 1.662
H -3.080 2.634 2.717
H -0.460 2.764 1.875
H 0.634 3.311 3.964
H -1.933 2.650 5.412
H -0.351 3.167 6.035
H 0.507 1.055 6.242
H -1.166 0.885 6.762
H 2.727 -3.382 0.624
H 1.070 -3.835 0.156
H 1.391 -3.194 1.766
P -0.417 -1.474 -1.059
P 1.544 0.978 -1.445
C -1.072 0.122 -1.638
C -0.228 1.168 -1.807
C -0.408 -2.517 -2.590
C -1.417 -2.330 -3.543
C -1.544 -3.231 -4.606
C -0.658 -4.308 -4.728
C 0.380 -4.459 -3.801
C 0.527 -3.552 -2.746
C -1.840 -2.227 -0.161
C -2.690 -1.430 0.612
C -3.687 -2.025 1.388
C -3.837 -3.419 1.404
C -2.980 -4.211 0.634
C -1.989 -3.620 -0.153
C 2.316 1.107 -3.109
C 2.090 0.064 -4.023
C 2.666 0.115 -5.292
C 3.452 1.214 -5.668
C 3.665 2.258 -4.759
C 3.093 2.212 -3.483
C 1.967 2.538 -0.561
C 3.205 2.554 0.100
C 3.508 3.575 0.997
C 2.597 4.614 1.214
C 1.381 4.626 0.522
C 1.065 3.595 -0.369
H -2.143 0.149 -1.875
H -0.522 2.147 -2.209
H -2.105 -1.491 -3.446
H -2.344 -3.096 -5.332
H -0.777 -5.029 -5.539
H 1.076 -5.293 -3.888
H 1.354 -3.658 -2.039
H -2.574 -0.344 0.596
H -4.361 -1.402 1.977
H -4.620 -3.881 2.008
H -3.088 -5.295 0.632
H -1.326 -4.232 -0.767
H 1.455 -0.780 -3.735
H 2.498 -0.699 -5.998
H 3.894 1.252 -6.664
H 4.275 3.113 -5.048
H 3.243 3.037 -2.786
H 3.914 1.738 -0.075
H 4.464 3.561 1.524
H 2.831 5.411 1.923
H 0.671 5.442 0.682
H 0.113 3.610 -0.897
F 1.199 -0.185 1.809
*
```

Output
HOMO energy   -13.0 eV
Kohn-Sham gap   4.8 eV

The following is a DFT calculation (wB97M-V/def2-TZVPD) of a molecular structure, C35H37FNO3SeW in a non-equilibrium geometry.

Structure (ORCA input):
```
! wB97M-V def2-TZVPD RIJCOSX def2/J DEFGRID3
* xyz 1 3
W -1.132 -0.159 1.713
C -1.017 1.356 3.626
C -0.751 0.131 4.259
C -1.584 -1.014 3.891
C -2.803 -0.722 3.197
C -3.130 0.574 2.787
C -2.240 1.628 2.908
H -0.223 2.133 3.768
H 0.216 -0.084 4.765
H -1.334 -2.046 4.148
H -3.487 -1.571 2.936
H -4.135 0.706 2.267
H -2.247 2.669 2.502
C -0.797 5.840 -2.571
C 0.444 5.029 -2.950
C 1.735 5.849 -2.974
C 2.012 6.508 -1.664
C 1.990 5.545 -0.530
C 2.674 5.838 0.672
C 2.393 4.999 1.756
F 2.937 5.387 2.976
C 1.575 3.904 1.692
C 1.053 3.510 0.433
C 0.212 2.381 0.386
O 0.206 1.701 1.495
C -0.367 2.065 -0.872
C -0.059 2.861 -1.917
N 0.594 4.051 -1.839
C 1.233 4.329 -0.665
C -1.074 0.737 -0.986
O -1.054 0.079 -2.017
O -1.970 0.460 -0.051
H -0.833 6.655 -3.349
H -0.717 6.378 -1.636
H -1.730 5.251 -2.663
H 0.334 4.439 -3.901
H 1.559 6.647 -3.725
H 2.513 5.193 -3.419
H 1.313 7.317 -1.552
H 3.009 6.964 -1.575
H 3.364 6.675 0.686
H 1.272 3.341 2.522
H -0.454 2.436 -2.875
C 1.760 -6.415 -1.181
C 1.999 -5.052 -0.510
C 1.796 -4.866 0.847
C 1.720 -3.631 1.496
C 1.618 -3.619 2.986
C 1.765 -2.431 0.712
Se 1.298 -0.742 1.746
C 1.963 -2.594 -0.693
C 1.987 -1.348 -1.578
C 2.178 -3.844 -1.285
H 1.330 -7.051 -0.409
H 2.679 -6.893 -1.458
H 1.086 -6.272 -2.002
H 1.820 -5.760 1.463
H 1.900 -4.599 3.411
H 0.630 -3.343 3.267
H 2.327 -2.946 3.495
H 1.013 -0.814 -1.624
H 2.161 -1.556 -2.609
H 2.828 -0.733 -1.248
H 2.432 -3.869 -2.369
C -1.929 -3.284 -2.211
C -2.391 -3.707 -0.798
C -3.924 -3.608 -0.830
C -2.008 -5.160 -0.467
C -1.933 -2.912 0.358
C -1.503 -2.083 1.144
H -2.408 -3.908 -3.020
H -0.869 -3.463 -2.280
H -2.099 -2.225 -2.400
H -4.359 -4.441 -1.338
H -4.299 -2.712 -1.307
H -4.328 -3.666 0.186
H -2.324 -5.722 -1.293
H -2.483 -5.497 0.427
H -0.936 -5.203 -0.280
*
```

Output
Expectation value of S²   2.021
HOMO energy (spin up / spin down)   -9.9 / -10.3 eV
Kohn-Sham gap (spin up / spin down)   6.4 / 5.8 eV

The following is a DFT calculation (wB97M-V/def2-TZVPD) of a molecular structure, C35H37Ge2MnN2O4S2 in a non-equilibrium geometry.

Structure (ORCA input):
```
! wB97M-V def2-TZVPD RIJCOSX def2/J DEFGRID3
* xyz -2 5
Mn -0.077 -0.151 -0.772
C 2.055 0.888 -4.295
O 3.380 1.011 -3.835
C 3.664 0.803 -2.494
C 5.014 0.902 -2.181
C 5.468 0.711 -0.883
C 4.580 0.398 0.117
C 3.206 0.260 -0.153
C 2.341 -0.126 0.890
N 1.025 -0.382 0.864
N 0.602 -0.820 2.048
C -0.617 -1.176 2.325
O -1.718 -1.121 1.499
C -0.906 -1.708 3.624
C -2.147 -2.326 3.883
C -2.413 -2.881 5.111
C -1.475 -2.821 6.138
C -0.258 -2.186 5.905
C 0.031 -1.646 4.675
C 2.718 0.500 -1.485
O 1.455 0.436 -1.717
H 1.391 1.622 -3.834
H 1.653 -0.116 -4.133
H 2.106 1.080 -5.370
H 5.701 1.136 -2.983
H 6.523 0.808 -0.662
H 4.930 0.244 1.129
H 2.806 -0.315 1.858
H -2.874 -2.370 3.088
H -3.363 -3.374 5.283
H -1.688 -3.262 7.102
H 0.470 -2.114 6.704
H 0.974 -1.158 4.484
C -1.641 -4.186 -2.521
C -1.270 -2.743 -2.306
S 0.066 -2.494 -1.213
C -1.904 -1.704 -2.899
C -3.147 -1.848 -3.730
S -1.317 -0.072 -2.760
H -0.817 -4.813 -2.188
H -1.841 -4.398 -3.573
H -2.530 -4.442 -1.942
H -3.331 -2.880 -4.029
H -3.072 -1.216 -4.614
H -3.998 -1.500 -3.142
O -2.814 -0.582 -0.289
C -1.704 -0.646 0.210
C 2.917 3.259 1.373
Ge 0.899 3.217 1.467
C 0.356 5.153 1.655
C 0.649 2.503 3.328
Ge -0.480 2.106 -0.316
C -0.023 3.283 -1.880
C -0.786 3.233 -3.043
C -0.434 3.959 -4.168
C 0.698 4.754 -4.161
C 1.475 4.808 -3.017
C 1.110 4.085 -1.895
C -2.113 3.040 0.359
C -2.749 4.075 -0.310
C -3.801 4.765 0.268
C -4.216 4.452 1.552
C -3.602 3.409 2.227
C -2.576 2.707 1.627
H 3.302 4.193 1.776
H 3.291 3.133 0.362
H 3.317 2.441 1.965
H 0.804 5.599 2.539
H -0.723 5.220 1.747
H 0.647 5.734 0.786
H 1.472 2.831 3.960
H 0.645 1.417 3.309
H -0.284 2.839 3.770
H -1.655 2.588 -3.075
H -1.040 3.896 -5.064
H 0.984 5.316 -5.043
H 2.375 5.410 -3.001
H 1.729 4.136 -1.009
H -2.402 4.350 -1.297
H -4.296 5.559 -0.280
H -5.008 5.021 2.025
H -3.923 3.148 3.227
H -2.109 1.882 2.149
*
```

Output
Expectation value of S²   6.249
HOMO energy (spin up / spin down)   0.3 / -1.4 eV
Kohn-Sham gap (spin up / spin down)   4.3 / 6.1 eV

The following is a DFT calculation (wB97M-V/def2-TZVPD) of a molecular structure, C35H37GeIrNO6P2S2 in a non-equilibrium geometry.

Structure (ORCA input):
```
! wB97M-V def2-TZVPD RIJCOSX def2/J DEFGRID3
* xyz -1 1
Ir 0.608 -0.393 0.319
C -2.741 0.545 1.946
N -2.238 0.405 0.568
P -1.512 -1.130 0.027
C -2.480 -2.393 0.878
C -1.809 -3.486 1.416
C -2.525 -4.524 1.993
C -3.911 -4.473 2.037
C -4.584 -3.381 1.507
C -3.870 -2.338 0.935
C -1.663 -1.352 -1.662
C -2.664 -2.159 -2.263
C -2.628 -2.544 -3.566
C -1.492 -2.131 -4.360
C -0.488 -1.394 -3.864
C -0.429 -0.885 -2.444
P -0.892 1.318 0.002
C -1.419 1.980 -1.610
C -2.634 1.635 -2.186
C -2.980 2.166 -3.422
C -2.122 3.035 -4.076
C -0.912 3.393 -3.492
C -0.563 2.868 -2.259
C -0.829 2.880 0.912
C -1.988 3.650 0.988
C -1.953 4.886 1.609
C -0.756 5.368 2.129
C 0.401 4.611 2.030
C 0.367 3.361 1.427
H -3.692 0.021 2.025
H -2.917 1.595 2.173
H -2.064 0.148 2.698
H -0.726 -3.509 1.397
H -1.997 -5.369 2.417
H -4.469 -5.283 2.491
H -5.666 -3.340 1.540
H -4.394 -1.490 0.511
H -3.481 -2.516 -1.643
H -3.399 -3.174 -3.988
H -1.456 -2.417 -5.407
H 0.298 -1.071 -4.530
H 0.726 -2.305 -1.377
H -3.283 0.936 -1.678
H -3.917 1.877 -3.881
H -2.392 3.434 -5.046
H -0.240 4.072 -4.000
H 0.385 3.138 -1.806
H -2.911 3.286 0.550
H -2.856 5.479 1.680
H -0.730 6.338 2.610
H 1.333 4.985 2.434
H 1.258 2.747 1.372
O 0.732 -2.102 3.282
S 0.643 -0.692 3.608
O -0.146 -0.379 4.775
O 0.296 0.115 2.417
C 2.309 -0.151 3.994
C 2.536 0.203 5.317
C 3.807 0.529 5.765
C 4.870 0.498 4.881
C 4.648 0.187 3.548
C 3.371 -0.105 3.082
S 3.281 -0.305 1.292
O 2.537 -1.546 1.000
O 4.650 -0.286 0.862
O 2.460 0.789 0.710
H 1.694 0.175 5.994
H 3.961 0.784 6.805
H 5.872 0.735 5.213
H 5.463 0.204 2.840
C 3.763 -2.542 -1.738
Ge 2.625 -1.114 -2.458
C 3.522 0.630 -2.374
C 2.696 -1.482 -4.402
C 0.828 -1.230 -1.606
H 4.755 -2.490 -2.194
H 3.321 -3.508 -1.987
H 3.867 -2.472 -0.660
H 4.447 0.546 -2.950
H 3.764 0.961 -1.370
H 2.896 1.388 -2.853
H 3.757 -1.569 -4.655
H 2.276 -0.667 -4.991
H 2.192 -2.408 -4.676
H -0.395 0.208 -2.529
*
```

Output
HOMO energy   -3.1 eV
Kohn-Sham gap   5.5 eV

The following is a DFT calculation (wB97M-V/def2-TZVPD) of a molecular structure, C35H37IrNO2P2 in a non-equilibrium geometry.

Structure (ORCA input):
```
! wB97M-V def2-TZVPD RIJCOSX def2/J DEFGRID3
* xyz 2 6
Ir -0.917 1.916 -4.562
C -2.237 1.519 -5.950
C -1.430 0.341 -5.609
C -0.382 -0.118 -6.596
C 0.785 0.880 -6.692
C 0.705 1.964 -5.646
C -0.160 3.137 -5.866
C -0.886 3.230 -7.182
C -2.005 2.183 -7.286
C 1.455 -0.479 -0.058
H -3.295 1.466 -5.684
H -1.955 -0.457 -5.083
H -0.828 -0.308 -7.584
H 0.013 -1.085 -6.259
H 1.729 0.338 -6.543
H 0.842 1.298 -7.705
H 1.642 2.186 -5.131
H 0.233 4.075 -5.480
H -0.184 3.138 -8.021
H -1.322 4.236 -7.260
H -2.928 2.694 -7.610
H -1.788 1.441 -8.071
H 1.157 0.558 0.116
H 2.176 -0.809 0.700
H 0.560 -1.107 -0.024
P -1.837 -0.731 -2.046
P 2.246 -0.651 -1.639
C -0.339 -1.358 -2.904
C 0.981 -0.975 -2.886
C -2.519 -2.223 -1.326
C -2.878 -3.137 -2.342
C -3.559 -4.310 -2.042
C -3.882 -4.604 -0.715
C -3.570 -3.677 0.282
C -2.872 -2.495 0.006
C -3.343 0.216 -2.597
C -3.341 1.509 -3.168
C -4.503 2.176 -3.550
C -5.751 1.694 -3.152
C -5.797 0.450 -2.508
C -4.629 -0.273 -2.252
C 3.708 -1.741 -1.431
C 3.556 -3.118 -1.147
C 4.661 -3.895 -0.772
C 5.944 -3.346 -0.710
C 6.122 -2.010 -1.052
C 5.023 -1.218 -1.405
C 2.918 0.930 -2.228
C 2.590 2.136 -1.601
C 3.053 3.336 -2.137
C 3.856 3.350 -3.276
C 4.068 2.161 -3.980
C 3.666 0.947 -3.417
H -0.570 -2.248 -3.541
H 1.472 -0.915 -3.872
H -2.632 -2.901 -3.378
H -3.835 -4.971 -2.856
H -4.381 -5.549 -0.482
H -3.887 -3.886 1.302
H -2.600 -1.797 0.800
H -2.426 2.128 -3.385
H -4.410 3.080 -4.160
H -6.647 2.291 -3.336
H -6.761 0.053 -2.192
H -4.718 -1.223 -1.724
H 2.558 -3.567 -1.208
H 4.516 -4.945 -0.510
H 6.797 -3.953 -0.394
H 7.123 -1.572 -1.040
H 5.203 -0.174 -1.665
H 2.022 2.149 -0.671
H 2.755 4.275 -1.671
H 4.294 4.285 -3.642
H 4.534 2.175 -4.970
H 3.946 0.017 -3.914
O -1.134 0.571 -1.401
N -0.598 1.680 -2.506
O -0.071 2.600 -1.963
*
```

Output
Expectation value of S²   8.775
HOMO energy (spin up / spin down)   -12.1 / -13.5 eV
Kohn-Sham gap (spin up / spin down)   5.6 / 4.0 eV